216
Properties=species:S:1:pos:R:3:forces:R:3:mulliken_charge:R:1 method="wB97M-V/def2-TZVPD" charge=0 largest_force_ev_per_a=2.9 de_lowest_ev=0.000 homo_ev=-8.39 energy_ha=-3876.8403 orbital_gap_ev=8.9 smiles=COCCNCCOC.COCCNCCOC.COCCNCCOC.COCCNCCOC.COCCNCCOC.COCCNCCOC.COCCNCCOC.CC(C)O.CC(C)O.CC(C)O.CC(C)O
C -6.1786 6.2352 4.2384 -1.2261 0.9690 0.5183 -0.746
O -5.2033 5.2763 4.5016 -0.0077 -0.8247 1.6562 -0.177
C -5.5239 4.5105 5.7263 -1.2896 1.8030 -1.7328 -1.020
C -4.3291 3.9682 6.3773 1.0712 -0.0723 -0.0366 0.450
N -4.7283 2.9072 7.2408 -1.1639 -0.5955 1.0878 -0.201
C -3.7279 2.3135 8.0911 0.2235 0.5541 0.2206 -1.300
C -2.6571 1.5580 7.3677 1.5338 -1.6347 -0.9391 -0.090
O -3.2652 0.4124 6.7227 0.2911 0.1921 0.9079 -0.294
C -2.3074 -0.4694 6.1470 -0.6729 0.3836 0.7094 -0.816
H -7.2381 5.8306 4.1372 1.1616 0.2103 0.2965 0.319
H -5.9420 6.7015 3.2932 0.1114 0.0781 -0.3181 0.197
H -6.1747 7.0697 5.0121 -0.1290 -0.9702 -0.6374 0.314
H -6.1800 3.7429 5.4073 -0.6274 -1.2799 -0.4946 0.337
H -6.1840 5.0901 6.4022 0.7404 0.2097 -0.1193 0.515
H -3.8647 4.8041 6.9199 0.1757 -0.4023 0.2495 0.201
H -3.6002 3.6109 5.6424 0.0210 0.3563 -0.3029 -0.315
H -5.4752 2.2600 6.9143 1.2744 0.8485 0.1387 0.298
H -4.2161 1.6558 8.7925 -0.2212 -0.4857 0.1156 0.408
H -3.2405 3.0587 8.7513 -0.2305 0.0686 -0.5118 0.343
H -1.7869 1.2228 8.0210 -1.1980 0.1824 -0.1984 0.425
H -2.1170 2.0921 6.5634 -0.4271 0.4958 0.2650 0.235
H -1.4479 -0.5901 6.8372 -0.2448 -0.0426 -0.4114 0.455
H -1.9956 -0.0268 5.2008 0.3936 -0.3791 -0.1879 0.346
H -2.8243 -1.4376 6.0177 0.3857 0.4239 -0.1711 0.247
C 7.9497 -2.9275 -1.6872 -0.2732 0.5138 -0.5718 -0.444
O 7.0443 -3.4167 -2.6721 0.2482 -0.5829 0.4736 -0.293
C 6.5117 -2.3768 -3.4785 1.1777 -1.0823 -0.5241 -0.253
C 5.8299 -2.9791 -4.6716 -0.1482 -0.0585 0.7361 -0.996
N 4.5749 -3.6204 -4.3003 0.5815 0.7812 -1.8482 0.485
C 4.2151 -4.5433 -5.3572 -1.2507 -0.8871 0.5020 -1.206
C 2.7958 -4.9534 -5.0166 -0.8017 1.4090 -0.9853 0.699
O 2.3923 -6.0835 -5.7462 0.3004 -0.2516 -0.2703 -0.511
C 1.0246 -6.3307 -5.7246 -1.4810 0.8960 -0.8337 -0.520
H 8.3423 -3.7490 -1.0684 -0.0855 0.1389 -0.5942 0.239
H 7.4169 -2.2433 -0.9938 0.3680 -0.0281 -0.3415 -0.013
H 8.7515 -2.3899 -2.2591 -0.2835 -0.3019 0.9599 0.332
H 7.3456 -1.7727 -3.8637 -0.1961 0.3648 0.3513 0.587
H 5.8029 -1.8596 -2.8854 -0.6616 1.2136 0.5223 0.031
H 6.5128 -3.7048 -5.1287 0.1544 0.1710 -0.2000 0.370
H 5.6202 -2.1554 -5.3516 -0.0362 -0.0886 -0.3424 0.409
H 4.6947 -4.1853 -3.5049 0.3990 -0.7092 1.4407 -0.297
H 4.8349 -5.4409 -5.4228 0.4340 0.0236 0.0216 0.312
H 4.1964 -4.0691 -6.3336 0.2159 0.2127 -0.0888 0.580
H 2.2394 -4.0240 -5.2932 -0.3558 -0.7272 0.0717 0.080
H 2.6367 -5.1051 -3.9626 0.1603 -0.1335 0.4072 -0.174
H 0.7869 -7.1781 -6.3538 0.3942 -0.4829 -0.0814 0.375
H 0.4259 -5.4989 -6.2432 0.7608 -0.6568 1.0368 0.088
H 0.6037 -6.5535 -4.7283 0.2679 0.3752 -0.1024 0.219
C 0.3163 -1.8658 4.5025 1.2971 0.6903 0.7402 0.169
O 0.9057 -0.5577 4.3057 -0.4075 -0.9672 -0.9014 -0.474
C 1.9465 -0.6624 3.3314 1.0934 0.9755 0.6585 0.467
C 2.5965 0.6846 3.0050 0.9982 0.0786 -1.9808 -0.872
N 1.7528 1.6398 2.2608 -1.0206 -0.5671 0.9056 0.286
C 2.4174 2.9340 2.1430 0.1915 -0.7569 -0.2851 -0.662
C 1.5116 4.0062 1.6323 -0.8486 0.6231 -0.0519 0.460
O 0.4564 4.0424 2.5788 -0.8171 0.2308 0.2576 -0.422
C -0.5933 5.0024 2.3538 2.6444 0.4369 -1.0029 -0.392
H 1.0946 -2.5844 4.8139 -0.1010 0.2253 0.0926 0.161
H -0.1183 -2.2777 3.6175 -0.3707 0.0649 -0.8229 -0.367
H -0.4210 -1.7852 5.2897 -0.0730 0.0335 0.0224 0.172
H 1.6551 -1.1180 2.3765 -0.3769 -0.2096 0.2763 -0.462
H 2.7795 -1.2219 3.7921 -0.2906 -0.3784 -0.3234 0.441
H 3.4838 0.4373 2.2906 -1.2141 0.2819 1.3350 -0.301
H 2.9944 1.2128 3.8703 0.2465 -0.3704 0.4749 0.896
H 0.9876 1.8229 2.9202 -0.1513 -0.0469 -0.4961 -0.050
H 3.2728 2.7875 1.4970 0.4192 0.2896 -0.0627 0.169
H 2.7188 3.2404 3.1391 0.5502 0.3171 0.2749 0.479
H 1.1028 3.8227 0.6099 0.3332 0.0106 0.5749 -0.587
H 2.0452 4.9780 1.6540 -0.1043 -0.3050 -0.2554 0.530
H -0.9920 4.8490 1.3581 -0.2275 0.0530 -0.3526 -0.152
H -0.1297 6.0420 2.4055 -0.8853 -1.0021 0.1392 0.300
H -1.3522 4.8060 3.0627 -0.6791 0.0861 0.8733 0.274
C -3.9480 7.8488 0.1427 0.6484 -0.9624 1.4166 -0.731
O -4.5370 6.5849 -0.0552 0.3970 -0.2535 0.2623 -0.380
C -4.0587 5.6937 0.9493 -0.1810 0.9519 0.7826 0.278
C -4.5678 4.2915 0.7543 0.5335 0.3109 1.5389 0.408
N -3.9983 3.6537 -0.3970 0.5676 -1.2753 0.1232 0.765
C -4.9538 3.4722 -1.4638 -0.2759 -0.9559 -0.2843 -0.802
C -4.4047 2.5742 -2.5491 1.7020 -0.1881 -0.1330 -0.597
O -4.1259 1.2449 -2.1103 -0.9387 0.8590 1.3743 -0.119
C -3.1256 0.5339 -2.7478 0.3628 -0.6589 0.2112 -0.949
H -4.1197 8.1511 1.1956 -0.0909 0.2783 -0.4168 0.260
H -4.3888 8.5120 -0.5420 -0.4908 1.0242 -0.8018 0.305
H -2.8432 7.8314 0.0291 -0.3764 -0.1056 -0.2046 0.210
H -4.4131 6.0426 1.9716 0.3777 -0.1607 -0.9592 -0.179
H -2.9314 5.7646 0.9644 -0.9730 -0.4645 -0.0781 -0.101
H -5.6630 4.2076 0.7742 -0.0472 0.4524 -0.0580 0.347
H -4.2386 3.7886 1.6993 -0.0996 0.0569 -0.8670 -0.614
H -3.8448 2.7000 -0.0727 0.5951 0.0000 -0.2019 -0.655
H -5.1663 4.4017 -1.9627 -0.3664 0.5663 0.0439 0.382
H -5.8416 3.0247 -1.0131 -0.6487 0.1133 -0.3667 0.447
H -3.4559 3.0663 -2.8295 -0.1166 -0.2200 -0.2503 0.219
H -5.0248 2.4627 -3.4258 -0.5221 0.4733 -0.3009 0.416
H -2.0989 0.8940 -2.5164 -0.4654 -0.0843 -0.0665 0.171
H -3.2584 0.5152 -3.8243 0.0126 0.0614 -0.4225 0.662
H -3.2779 -0.4914 -2.3644 0.5410 0.2350 -0.2835 0.226
C -1.9170 6.6173 -3.1435 -0.2108 -0.6230 -1.5441 -0.713
O -1.5445 5.2225 -3.0436 0.0278 1.3459 -0.2334 -0.221
C -0.5164 5.0481 -2.0932 -0.2459 1.3625 0.5753 -0.516
C 0.0910 3.6963 -2.1745 -0.2135 -0.2985 -0.5671 0.599
N 0.6094 3.5170 -3.5100 0.4043 -0.0030 -0.5327 -0.374
C 1.1558 2.2082 -3.7553 -0.2995 -1.7348 0.6923 0.350
C 1.4429 2.0300 -5.2294 1.4377 -0.5408 -0.8017 -0.803
O 0.3094 2.0683 -6.0551 -0.9927 0.3387 0.7888 -0.215
C 0.5430 1.8795 -7.4269 0.6512 0.6551 0.3597 -0.803
H -2.2006 7.0597 -2.1970 -0.1728 -0.1551 0.3920 0.116
H -2.7632 6.6616 -3.8661 0.3838 -0.1150 0.7345 0.270
H -1.1370 7.2624 -3.6043 0.0439 -0.6099 0.3725 0.349
H -0.9271 5.2668 -1.1133 -0.3174 -0.3508 0.6040 0.026
H 0.2645 5.8346 -2.1815 -0.0896 -0.4336 -0.5376 0.544
H -0.6036 2.8769 -1.9875 -0.5460 0.0533 0.5423 -0.642
H 0.8477 3.6660 -1.3925 0.4356 -0.2314 -0.2273 -0.003
H -0.1472 3.6616 -4.1860 0.2505 0.1139 0.3953 0.397
H 0.5135 1.3485 -3.3563 0.1747 0.8853 -0.6316 -0.319
H 2.0906 2.0252 -3.1697 -0.3128 0.4946 -0.5664 0.147
H 1.9926 1.0922 -5.4740 -0.2490 0.2163 0.6083 0.375
H 2.1372 2.8391 -5.4988 -0.0659 0.1620 -0.1645 0.442
H -0.4323 1.8442 -7.9004 -0.0072 0.2060 -0.1752 0.256
H 1.0343 0.9230 -7.5880 0.2731 -0.1920 -0.1675 0.275
H 1.1791 2.7183 -7.8229 -0.5392 -0.7060 0.0516 0.298
C 4.6265 -7.4175 -3.1904 0.6743 -1.6410 -0.3578 -0.964
O 3.8077 -6.3918 -2.6917 0.7386 -0.1190 -0.9007 0.058
C 3.5671 -6.3761 -1.3173 -0.9449 -1.4576 0.4222 -0.731
C 4.6025 -5.5654 -0.5909 0.2791 0.7751 0.8206 -0.199
N 4.3068 -5.3921 0.8524 0.3672 -1.0668 -1.6011 -0.362
C 3.2721 -4.4428 1.0823 0.2738 1.3773 -0.0103 -0.206
C 3.0265 -4.2029 2.5538 -0.3096 -0.3809 -0.4284 0.093
O 4.1817 -3.7162 3.2246 -0.2856 0.9720 -1.3555 -0.300
C 4.1708 -4.1078 4.5513 1.1296 -0.6768 0.9604 -0.806
H 4.2244 -8.4297 -2.9129 0.1494 0.7623 -0.0960 0.378
H 5.7065 -7.4346 -2.8836 -0.8253 0.5278 0.1992 0.297
H 4.6554 -7.3980 -4.2986 -0.3669 0.3269 0.6457 0.268
H 3.4757 -7.4360 -0.9159 0.3856 1.0523 -0.2613 0.253
H 2.5524 -5.9820 -1.2482 0.0203 0.3472 0.3408 0.175
H 4.7380 -4.5721 -1.1095 -0.1494 -0.7249 0.3121 -0.006
H 5.5427 -6.1026 -0.6533 0.2863 0.0145 -0.1270 0.439
H 5.1811 -5.2173 1.3276 -0.3200 0.4250 0.2734 0.334
H 2.3423 -4.7215 0.5705 0.0395 -0.3997 0.4424 0.005
H 3.4621 -3.4347 0.6080 0.2735 -0.4489 0.3383 0.021
H 2.7680 -5.1066 3.1039 -0.4630 -0.3677 -0.4747 0.579
H 2.1582 -3.5293 2.5268 0.2168 0.3179 0.8393 -0.243
H 4.7661 -3.4350 5.1751 -0.1083 0.2501 -0.2787 0.222
H 4.6872 -5.0951 4.6442 -0.7530 0.3096 0.1279 0.329
H 3.1558 -4.1160 4.9294 -0.1733 -0.2528 0.3946 0.349
C -3.8448 1.7494 3.6708 0.9661 0.4410 -2.3324 -0.240
O -3.1229 1.7844 2.4082 0.1088 -0.0727 0.1951 0.519
C -2.2543 0.6671 2.2628 -0.2779 -0.0663 1.1998 -0.361
C -1.7189 0.6883 0.8777 -0.7526 0.0702 -0.5119 0.215
N -0.5568 -0.1201 0.7545 1.4381 -0.9775 -0.0333 1.242
C -0.0198 -0.1826 -0.6359 -0.9732 0.9724 1.0677 0.877
C 1.2423 -0.9815 -0.6944 -0.1582 -0.2142 1.9075 0.349
O 1.5066 -1.2100 -2.0318 -1.4018 0.2538 -0.1067 -0.011
C 2.5409 -2.0356 -2.3764 2.2633 0.5752 -1.0310 -0.748
H -3.0952 1.7084 4.4329 0.0756 0.1629 0.9452 -0.123
H -4.3847 0.8381 3.5925 -1.0455 -0.7297 0.7184 0.228
H -4.4678 2.6522 3.6699 0.1172 -0.3863 0.3325 -0.036
H -2.7810 -0.2800 2.4542 -0.1124 0.0960 0.1021 -0.104
H -1.4128 0.7093 2.9987 -0.3610 0.1352 -0.2749 -0.162
H -1.5306 1.7317 0.7089 0.1643 0.8720 -0.7309 0.681
H -2.4726 0.3081 0.1768 -0.0568 0.3319 -0.0002 -0.488
H 0.1367 0.2481 1.4212 -0.0090 -0.1690 -0.7286 -1.114
H 0.2158 0.8363 -0.9957 -0.3659 -0.2374 -0.1589 -0.425
H -0.8153 -0.6495 -1.2388 0.3850 0.2024 -0.0322 -0.230
H 1.0201 -1.9083 -0.0710 0.7127 0.5470 -0.8168 -0.259
H 2.0331 -0.3469 -0.1842 -0.3026 -0.9273 -0.4901 -0.379
H 2.4829 -3.1020 -2.1865 -0.8486 -0.3985 -0.0569 0.082
H 3.4477 -1.7447 -1.8418 0.3556 0.2275 0.1637 0.404
H 2.7306 -1.8057 -3.4438 -0.0124 -0.7627 0.5619 0.369
C -0.7732 -4.3149 1.2897 -0.4393 1.5001 0.1364 -0.841
C -2.1823 -3.7064 1.2780 0.8368 1.0133 -2.0552 0.476
C -2.7067 -3.2995 2.6138 -0.8177 0.6846 1.0427 -0.797
O -2.1662 -2.5634 0.2666 0.1777 -1.5654 2.0281 -0.249
H -0.7324 -5.1664 1.9445 0.2735 -0.2999 0.5039 0.596
H -0.0371 -3.5115 1.5410 -0.3776 -0.7764 0.0354 -0.361
H -0.6010 -4.6377 0.2852 0.4407 -0.2602 -0.6556 0.406
H -2.8252 -4.4730 0.8335 -0.2380 0.3794 -0.0051 0.329
H -3.6395 -2.7009 2.5290 0.5231 -0.7241 -0.0058 0.167
H -2.0475 -2.6814 3.2452 0.1240 -0.1907 -0.5626 -0.319
H -2.9095 -4.1980 3.2098 -0.1209 0.1006 -0.0951 0.549
H -1.6032 -1.8848 0.7024 -0.0617 -0.0345 -0.3641 -0.180
C -0.4627 -3.4827 -3.7774 -0.7835 0.4914 -0.2335 -0.247
C -0.3834 -2.6726 -5.0804 -0.3650 0.2778 0.4541 0.796
C -1.7439 -2.1101 -5.5103 0.4950 0.1621 1.1550 -1.399
O 0.5952 -1.5978 -4.9139 -0.7545 -1.1249 -0.8946 -0.359
H -0.8679 -2.8380 -2.9728 -0.0647 -0.3963 -0.2704 0.096
H 0.5573 -3.6718 -3.5296 0.7202 -0.6392 0.4370 -0.386
H -1.0504 -4.4327 -3.8542 0.4904 0.8758 -0.0060 0.498
H -0.0432 -3.3526 -5.8716 0.3078 0.3780 0.0648 0.024
H -1.6821 -1.7902 -6.5223 -0.0158 0.6063 -0.8383 0.478
H -2.0426 -1.2651 -4.8482 0.1537 -0.5909 -0.4798 -0.028
H -2.4891 -2.8946 -5.4723 -0.2791 -0.1823 0.1438 0.437
H 0.5902 -1.3776 -3.9835 0.0112 0.2696 0.5464 -0.012
C 5.7322 0.4538 0.0794 -1.9402 0.1851 -0.0920 -0.670
C 6.2004 1.5112 1.0278 0.9533 0.8707 0.4885 0.522
C 7.7305 1.6340 0.9261 -0.6967 -0.3026 -1.6555 -1.473
O 5.6248 2.7952 0.7763 -0.3853 0.1787 -0.4061 -0.541
H 6.0283 0.7652 -0.9282 -0.0816 -0.3904 -0.0307 0.539
H 4.6037 0.3564 0.1258 1.1670 0.1154 -0.2076 -0.286
H 6.1473 -0.5051 0.3532 0.2285 -0.3153 -0.1431 0.244
H 5.9018 1.2902 2.0766 0.2005 0.0460 -0.6139 0.244
H 8.1583 0.6607 1.1242 0.4536 -0.1029 0.1995 0.372
H 8.0977 2.3971 1.5624 0.4383 0.5469 0.8371 0.409
H 8.0240 1.9328 -0.1292 -0.4140 -0.4140 1.0247 0.326
H 5.8047 3.0977 -0.1346 0.0343 -0.4512 0.5643 0.330
C -5.0494 -1.4770 0.6303 0.4232 1.7767 -0.9257 -0.982
C -6.0886 -0.3450 0.4719 0.0337 -1.3725 0.8816 1.708
C -6.8580 -0.5152 -0.8207 -0.3603 -0.0177 -0.1565 -1.505
O -6.9221 -0.5293 1.6723 -0.3280 -0.4134 -0.6682 -0.630
H -5.5324 -2.4346 0.5437 -0.3618 -0.5208 0.0286 0.768
H -4.6147 -1.3690 1.6248 0.1735 -0.0472 -0.3151 -0.007
H -4.2907 -1.4297 -0.1683 -0.0681 -0.0701 0.5535 0.007
H -5.6445 0.6591 0.5001 -0.0320 -0.2979 0.4465 -0.743
H -7.6435 0.2578 -0.9936 0.3683 -0.7627 0.3677 0.335
H -7.2414 -1.5467 -0.7817 -0.4629 0.4116 -0.3039 0.385
H -6.1861 -0.4670 -1.6842 0.0955 0.0849 0.2175 0.223
H -7.1011 -1.5064 1.7523 0.2760 1.5559 -0.2455 0.385